Here is one molecule with the formula C2H3NO2 from the OMol25 dataset. Energies are from the ωB97M-V functional and the def2-TZVPD basis.

CARTESIAN COORDINATES (ANGSTROEM)
O (1.52603, 0.28710, 1.12295)
O (1.56632, 1.60885, 0.58490)
N (0.47086, 1.50125, -0.23187)
C (0.21246, 0.28572, 0.01702)
C (-0.76807, -0.73187, -0.28915)
H (-1.63566, -0.74563, 0.43747)
H (-0.33745, -1.79009, -0.28635)
H (-1.03448, -0.41534, -1.35497)

Output
gap between HOMO and LUMO: 0.3983 Ha
molar mass: 73.05 g/mol
energy relative to the best compared isomer or geometry (same formula, charge and spin): 608.6 kJ/mol
electronic energy: -7701.5349 eV
E_LUMO: 0.67 eV
SMILES: Cc1noo1


Here is C3H5LiMgO4 as an isolated structure from the OMol25 dataset. Energies are from the ωB97M-V functional and the def2-TZVPD basis.

CARTESIAN COORDINATES (ANGSTROEM)
Mg (4.16695, 0.47307, 0.15131)
O (-2.02167, -1.70019, -1.23177)
O (0.43546, -0.13635, 0.27921)
O (2.52795, -0.89175, 0.39360)
O (2.24224, 1.26067, 0.13542)
C (1.80162, 0.11869, 0.25197)
C (-1.80485, 0.58319, 0.02925)
C (-0.41374, 0.84079, 0.29001)
Li (2.22057, -2.73900, 0.80346)
H (0.00214, 1.84775, 0.15241)
H (-2.01835, 0.91901, -1.00813)
H (-2.89697, -1.76715, -1.65983)
H (-1.84217, -0.19889, 0.88971)
H (-2.39918, 1.39016, 0.52337)

Output
gap between HOMO and LUMO (spin up / spin down): 0.2422 / 0.2100 Ha
molar mass: 136.31 g/mol
energy relative to the best compared isomer or geometry (same formula, charge and spin): 132.4 kJ/mol
electronic energy: -16997.6642 eV
E_LUMO (spin up / spin down): -14.69 / -14.69 eV
spin multiplicity: 2
total charge: +3


Here is H20HeO10 as an isolated structure from the OMol25 dataset. Energies are from the ωB97M-V functional and the def2-TZVPD basis.

CARTESIAN COORDINATES (ANGSTROEM)
O (2.11546, -1.48044, -2.84109)
O (1.99159, 2.15894, 1.68330)
O (-1.10140, -0.42496, -2.72731)
O (-1.23180, -1.20921, 3.00102)
O (2.07254, 1.45733, -3.05684)
O (0.86486, 0.33469, 3.96067)
O (-2.25726, 1.31046, -1.05575)
O (-3.07115, -0.32973, 1.03557)
O (-0.21689, -3.58933, 0.50553)
O (0.56223, 2.31197, -0.80897)
He (0.24444, -0.17332, 0.50763)
H (-0.43213, -0.72060, 3.19600)
H (-2.50741, 0.72854, -0.33809)
H (1.77844, 0.08424, 3.82320)
H (1.64247, 1.80422, -2.27521)
H (1.91913, -0.56043, -2.66426)
H (-0.52137, -1.18063, -2.63372)
H (-2.01896, 0.72068, -1.77101)
H (-1.87854, -0.77176, -3.16554)
H (1.48609, -1.73471, -3.51598)
H (1.35692, 2.30859, 0.98257)
H (0.78189, 0.42834, 4.90966)
H (-3.42660, -1.10910, 0.60841)
H (0.62614, 3.26631, -0.77168)
H (-0.15285, -2.74718, 0.95598)
H (2.70926, 1.68740, 1.26041)
H (3.00301, 1.44361, -2.83268)
H (-2.39206, -0.66541, 1.62071)
H (-0.33627, 2.12093, -0.53982)
H (-0.55818, -3.37212, -0.36199)
H (-1.05159, -2.09731, 3.30929)

Output
gap between HOMO and LUMO: 0.3999 Ha
molar mass: 184.15 g/mol
energy relative to the best compared isomer or geometry (same formula, charge and spin): 72.5 kJ/mol
electronic energy: -20879.1572 eV
E_LUMO: 0.12 eV


Here is a 2-piece molecular cluster, C2H3Br2FO overall from the OMol25 dataset. Energies are from the ωB97M-V functional and the def2-TZVPD basis.

CARTESIAN COORDINATES (ANGSTROEM)
Br (2.02350, 1.92707, -0.19401)
Br (-2.20724, -1.06012, -0.08568)
F (0.54646, -0.58943, -1.72008)
O (1.14454, -1.19453, 0.24547)
C (-0.80517, 0.29567, 0.15402)
C (0.43198, -0.32433, -0.42986)
H (-1.14830, 1.10963, -0.31421)
H (-0.56548, 0.45854, 1.14057)
H (1.43436, -2.00799, -0.17070)

Output
gap between HOMO and LUMO: 0.2778 Ha
molar mass: 221.85 g/mol
energy relative to the best compared isomer or geometry (same formula, charge and spin): 168.7 kJ/mol
electronic energy: -146971.0093 eV
E_LUMO: -1.62 eV


Here is one molecule with the formula C7H4O2 from the OMol25 dataset. Energies are from the ωB97M-V functional and the def2-TZVPD basis.

CARTESIAN COORDINATES (ANGSTROEM)
O (2.42354, -0.71011, -0.12299)
O (1.99036, 2.18978, 1.95453)
C (0.43235, -0.80600, -1.28751)
C (1.25995, -0.34798, -0.15212)
C (-1.58301, -0.18218, -0.06961)
C (-0.95783, -0.63220, -1.30025)
C (-0.87902, 0.31891, 0.96367)
C (0.56672, 0.33078, 0.93367)
C (1.33934, 1.26067, 1.50088)
H (-2.63213, -0.25723, -0.11833)
H (1.02539, -1.04973, -2.12608)
H (-1.64186, -0.76919, -2.16991)
H (-1.34382, 0.65449, 1.99403)

Output
gap between HOMO and LUMO: 0.3003 Ha
molar mass: 120.11 g/mol
energy relative to the best compared isomer or geometry (same formula, charge and spin): 25.0 kJ/mol
electronic energy: -11416.3730 eV
E_LUMO: -0.60 eV
SMILES: O=C=C1C=CC=CC1=O


Here is C6H8N2O4 as an isolated structure from the OMol25 dataset. Energies are from the ωB97M-V functional and the def2-TZVPD basis.

CARTESIAN COORDINATES (ANGSTROEM)
O (1.49752, -1.43897, 1.37103)
O (0.18082, -1.21726, -2.95427)
O (1.80673, 1.50505, -1.08504)
O (2.20161, -1.00898, -2.23383)
N (1.00198, -0.93268, -2.11181)
N (1.50463, -1.67083, 0.23882)
C (-0.98403, 1.13789, 1.08509)
C (-1.36908, -0.31505, 0.83696)
C (-0.95117, -0.73802, -0.56765)
C (0.51512, -0.47673, -0.82124)
C (1.03627, 0.87476, -0.40977)
C (0.52588, 1.32335, 0.93506)
H (-1.28083, 1.43599, 2.09118)
H (1.03544, 0.72634, 1.69895)
H (-2.44739, -0.44007, 0.93948)
H (-0.89353, -0.95361, 1.58552)
H (0.81504, 2.36517, 1.07765)
H (-1.17113, -1.79360, -0.74409)
H (-1.52193, -0.16542, -1.30638)
H (-1.50194, 1.78265, 0.37433)

Output
gap between HOMO and LUMO: 0.3109 Ha
molar mass: 172.14 g/mol
energy relative to the best compared isomer or geometry (same formula, charge and spin): 693.7 kJ/mol
electronic energy: -17516.2331 eV
E_LUMO: -1.12 eV